# 1
# C44H48BClF2IN4O13

A cluster of 5 separate species, C44H48BClF2IN4O13 in total in a non-equilibrium geometry (ωB97M-V/def2-TZVPD, the OMol25 dataset).

Each line ends with the Mulliken charge.
Element x y z (Å)
1 C -2.87347 7.39064 0.88475  -0.437
2 H -8.60969 -2.06374 0.08021  0.258
3 H -1.00357 6.49908 1.43005  0.436
4 C -3.36835 -0.80403 5.24635  0.110
5 H -4.85660 8.16223 0.57913  0.361
6 N 6.83663 2.41324 -4.88871  1.013
7 H -5.30927 2.69184 4.01854  0.233
8 H 9.30965 5.72597 -1.53808  0.369
9 O 1.33677 0.60116 -1.25486  -0.609
10 H 4.87597 -2.69529 -7.81094  0.450
11 C 3.54498 -0.05619 -1.19225  -0.112
12 C -2.58802 -2.48425 0.69187  -0.311
13 H -1.22605 -4.03671 4.61557  0.166
14 C -3.19809 1.83360 4.61612  -0.385
15 O -5.70948 -2.03120 5.01857  -0.465
16 O 3.37681 0.48764 -6.09624  -0.551
17 N 3.79132 -0.57765 -6.52963  0.965
18 C -1.77257 -1.15456 1.17769  -0.106
19 N 2.31135 0.39630 -0.54461  0.975
20 C 5.84709 -0.72991 -1.03630  -0.605
21 C -6.43111 -3.55964 0.69862  -1.126
22 H 6.73100 -0.93589 -0.44119  0.419
23 H 0.48656 -3.41039 2.70323  0.356
24 H -2.79533 -1.74128 5.57450  -0.048
25 H -5.76041 7.17622 2.66101  0.365
26 H -6.71641 0.44580 4.31018  0.277
27 H 6.99439 -0.44831 -10.77731  0.367
28 H 2.70704 -0.00723 -3.18958  0.541
29 B -4.33542 -3.77655 3.62186  0.212
30 H 6.34704 -2.62171 -9.78634  0.368
31 H -4.35217 -4.59026 -0.79120  0.363
32 C 0.86639 -2.56641 3.37364  -0.358
33 H 6.81398 -1.18247 -2.90263  0.416
34 C -8.44452 -1.92491 1.19983  -0.198
35 O 0.23342 -2.52823 4.69181  -0.368
36 H -2.76195 -2.36865 -0.43818  0.173
37 C 4.67120 -0.32076 -0.41571  -0.247
38 O -5.20413 -4.38768 2.60808  -0.509
39 H -6.89784 -4.53515 0.28070  0.256
40 C 0.52132 -1.16301 2.60763  0.170
41 F -9.71847 -1.96546 1.92885  -0.371
42 H -8.09944 -3.91423 2.13757  0.355
43 H -2.48089 7.82755 -0.02760  0.360
44 H -4.30633 5.83713 4.13278  0.436
45 H -5.25374 -5.90692 0.12520  0.468
46 C -0.15911 -1.42652 1.17868  0.091
47 H 4.70139 1.61991 -7.81091  0.397
48 H 2.00072 -2.64735 3.57681  0.176
49 H -2.02065 -0.87523 2.26748  -0.131
50 C 7.53379 3.31900 -3.97349  -0.080
51 H 0.49073 -4.68516 4.45479  0.336
52 C -2.52291 0.49776 5.09697  -0.508
53 C -3.98671 -2.60336 1.48113  -0.895
54 C 4.76154 -0.61197 -3.18991  0.002
55 I -4.87101 -0.60150 1.09913  -0.085
56 O -2.19699 4.75804 4.72701  -0.659
57 H -1.39614 0.54356 5.29089  0.366
58 C 8.81445 5.04659 -2.22548  -0.388
59 H -7.99024 -0.89616 1.46768  0.114
60 H 8.75164 3.42696 -0.81248  0.383
61 H -6.37659 -2.85305 -0.21956  0.355
62 C -3.89595 6.26786 3.22572  -0.172
63 O -2.84319 -6.45640 1.61464  -0.442
64 H 1.54212 -0.62428 2.52141  0.221
65 C -2.04226 6.63892 1.70851  -0.324
66 C -3.09203 -5.78297 0.60439  0.435
67 H 8.74628 6.48050 -3.82663  0.362
68 C -0.15951 -3.91060 5.01281  -0.551
69 O 6.54184 1.30239 -4.47327  -0.524
70 H 7.61243 1.88044 -2.35652  0.435
71 C 5.98457 -1.69745 -9.34841  -0.483
72 C -4.93057 -3.90224 1.26040  1.704
73 Cl -1.72488 -5.63785 -0.65667  -0.269
74 C -4.71915 7.02346 2.39726  -0.511
75 C 4.68757 -0.54140 -7.68723  0.092
76 O 3.50534 -1.67280 -6.06306  -0.580
77 H 6.17946 1.66566 -9.78196  0.373
78 C -2.56167 6.07635 2.87296  0.018
79 N -1.69729 5.26288 3.73078  1.109
80 H -1.91785 -0.27072 0.45224  0.462
81 H 4.80225 -0.72449 -4.26578  0.089
82 C 5.88956 0.71518 -9.34647  -0.582
83 F -3.44181 -4.88839 4.05750  -0.382
84 H -4.13300 -3.31965 5.85392  0.094
85 H -2.61827 2.80989 4.45720  0.369
86 H 0.11330 -2.46910 0.79346  0.485
87 H 4.64988 -0.21185 0.66329  0.469
88 O 6.58518 2.82146 -6.01513  -0.597
89 O -0.52760 5.13098 3.40025  -0.612
90 C 8.49909 3.75436 -1.81552  -0.530
91 H 7.61387 4.95231 -5.39310  0.436
92 H -6.92724 -2.50805 2.71704  -0.330
93 C 5.89203 -0.87053 -2.42052  -0.638
94 H -0.20094 -4.09972 6.14276  0.229
95 O 2.32819 0.54743 0.66937  -0.576
96 C 8.49676 5.47248 -3.51204  -0.479
97 C -4.20915 7.57942 1.22766  -0.380
98 C -4.88416 -0.88840 4.94519  0.673
99 C 3.58075 -0.20541 -2.57819  -0.195
100 C 7.85603 4.60831 -4.39359  -0.249
101 H -5.71795 -4.09944 5.36921  0.133
102 C -4.95764 -3.28243 5.05199  -0.517
103 H -0.10451 -0.51955 3.31713  -0.110
104 C -4.47481 -5.06332 0.24599  -0.953
105 C 7.85584 2.88409 -2.68934  -0.133
106 H 0.32761 -0.68299 0.44394  -0.668
107 O -3.50943 -2.86068 2.82872  0.070
108 C 6.34915 -0.47442 -9.90410  -0.348
109 C 5.05495 0.68623 -8.23411  -0.126
110 C -7.43407 -3.03631 1.83840  0.290
111 C -5.58220 0.45753 4.50989  -0.637
112 C 5.15275 -1.73602 -8.23447  -0.347
113 H -1.87531 -3.36063 0.94168  -0.017
114 C -4.72791 1.76868 4.35873  -0.189

The calculation puts the LUMO energy at 0.0067 hartree. As for the net charge: -1. The total energy comes out at -105705.125 eV. As for the maximum force: 5.40 eV Å⁻¹. The value obtained for the HOMO-LUMO gap is 4.9652 eV.

=====

# 2
# C44H48Cl3N8O6OsTe

A structure of composition C44H48Cl3N8O6OsTe in a non-equilibrium geometry (ωB97M-V/def2-TZVPD, the OMol25 dataset).

Each line ends with the Mulliken charge.
Element x y z (Å)
1 H 3.53493 1.46587 1.83581  0.412
2 N 0.60448 -3.88467 -2.99918  0.267
3 H 3.48952 0.81378 -1.18886  0.832
4 H 5.02973 -1.49298 -3.10290  0.488
5 H -4.52149 -3.05441 1.82966  0.365
6 H 3.68643 -2.28842 -3.91707  0.302
7 H -1.26240 -1.49709 3.90487  0.315
8 C 2.51561 -3.35597 -1.55943  2.578
9 C 1.75368 4.18701 0.94838  -0.863
10 Cl -0.46858 4.02209 -2.07460  -0.197
11 H -5.49941 4.64122 -2.29077  0.420
12 C 2.62928 1.40125 -1.51957  -0.723
13 O -4.91252 1.85017 2.11702  -0.558
14 H 2.95496 -4.87250 1.59863  0.423
15 H 0.20275 -2.90354 0.92742  -0.698
16 N -3.19502 1.53520 0.52504  -0.786
17 H -2.14308 -0.34512 2.00850  -0.653
18 C 2.69470 5.14275 0.61471  -0.795
19 N -1.69369 -1.97224 0.74442  0.874
20 C 3.16844 -4.10286 0.85573  -1.228
21 C -2.62920 -1.26753 1.68552  -0.053
22 C -4.40098 2.84860 -1.90104  -0.220
23 H 0.91812 0.60653 -6.23909  0.530
24 C -0.21610 -2.98782 -2.34370  -0.819
25 H 3.56591 -0.07670 2.69156  0.504
26 Cl 1.18410 3.31591 -7.12281  -0.244
27 C 1.68543 2.97159 0.26400  0.399
28 C 0.25901 0.74455 -4.21179  1.096
29 H 1.29722 1.20401 7.67102  0.356
30 H 3.32930 0.86123 4.83461  0.364
31 H 0.00916 -1.42030 1.88161  -0.199
32 C 2.57508 2.70129 -0.77382  0.792
33 H -3.53757 -1.04092 1.12908  0.198
34 H 4.29636 5.64217 -0.72993  0.376
35 C -3.16483 0.67836 -1.64747  1.038
36 C -0.06274 2.92499 -3.35549  0.769
37 H -1.69693 -3.80940 -0.30344  0.110
38 H -1.74950 -4.99177 3.09767  0.379
39 O -2.52977 -0.23353 -2.31115  -0.856
40 H 4.55549 -3.72925 -2.05942  0.415
41 N -2.75329 0.63655 -0.40775  0.543
42 C -1.49407 -4.37208 2.23721  -0.713
43 Te 0.04478 1.76974 0.87888  0.799
44 H -3.86739 -3.91837 3.23421  0.323
45 N -2.97208 -2.06966 2.83737  0.248
46 C 1.97794 1.75424 7.01935  -1.643
47 C -1.61024 2.60241 3.65714  -1.773
48 H 2.41133 0.19461 1.38143  -0.806
49 H -3.87461 3.26055 -1.05652  0.500
50 C -5.97197 3.09826 -3.70395  -0.405
51 C 2.50231 -4.46990 -0.46491  -1.206
52 H 4.30869 -2.40357 -0.91572  0.461
53 H -0.81247 -4.92964 1.59153  0.296
54 N -0.82455 -3.15752 2.70780  0.215
55 Cl 0.24162 -0.98529 -4.06570  -0.153
56 C 2.33996 1.22782 4.58133  -0.740
57 C -2.37096 -3.25260 0.34117  -0.446
58 C -0.19725 2.14504 3.92288  1.031
59 C 3.50347 3.69194 -1.10983  -0.408
60 H -1.72624 3.02623 2.66033  0.200
61 H 1.74196 0.79888 -1.35767  -0.988
62 H 2.81162 -3.14843 1.24133  0.114
63 N -2.71678 -4.06277 1.49264  0.027
64 H -2.30996 1.76554 3.74379  0.236
65 C 0.66372 1.68292 2.91500  -0.214
66 C 3.56944 4.89591 -0.43570  -0.749
67 H -2.00600 -3.02266 4.42957  0.390
68 C -0.10372 1.53182 -3.10889  -2.262
69 N 0.31954 -2.16831 -1.38726  0.393
70 C -0.47618 -2.34629 1.56352  0.566
71 C 0.64396 1.27178 -5.43332  -0.835
72 C -4.10725 1.61554 1.30531  0.607
73 C 1.93736 1.19729 3.24802  0.841
74 H 4.18869 3.49630 -1.92711  0.441
75 C 1.51665 1.70700 5.58841  0.756
76 Os -1.11279 -0.67229 -0.94274  1.882
77 C -5.71674 1.79858 -4.12037  -0.670
78 H 0.34779 4.55246 -4.67689  0.492
79 H 2.01388 2.78346 7.38091  0.345
80 H -3.26295 -2.99147 -0.22853  0.203
81 H -1.91337 3.35168 4.38816  0.533
82 C 1.95785 -4.04761 -2.78782  -0.385
83 H 2.97305 1.32477 7.12742  0.357
84 H -6.22534 1.39412 -4.98516  0.417
85 O 2.09418 -1.41735 -0.24386  -0.452
86 H 1.46121 -4.76483 -0.28574  0.321
87 C -1.74862 -2.41307 3.56269  -0.725
88 C 0.68005 2.64145 -5.60102  0.222
89 C -5.31141 3.62246 -2.60249  -0.937
90 O 2.61150 -4.77674 -3.49439  -0.662
91 H 4.25067 -4.03794 0.74792  0.383
92 H 2.74019 1.57946 -2.59140  0.623
93 H 2.73473 6.07697 1.15959  0.452
94 C 3.93768 -2.85857 -1.83312  -1.123
95 H -4.57480 0.01442 -3.75454  0.508
96 C 2.90850 0.66165 2.23091  -0.655
97 C -4.80041 1.02259 -3.43255  -0.366
98 C -4.14632 1.54434 -2.31710  -0.124
99 C 0.24730 2.14861 5.23992  -0.880
100 C -3.60749 -3.30385 2.37163  -0.711
101 O -1.40661 -2.92854 -2.61480  -0.638
102 H 2.99758 -5.33750 -0.90572  0.602
103 H -6.68688 3.70644 -4.24294  0.399
104 C 0.32521 3.47864 -4.56008  -0.713
105 H 1.05824 4.38523 1.75603  0.424
106 H 3.37852 -0.97992 -2.76776  0.126
107 H 0.18734 -4.39629 -3.76396  0.319
108 H -0.41999 2.51260 6.01499  0.468
109 C 1.64672 -2.21003 -1.05228  -0.398
110 O -0.40982 1.08966 -1.92083  0.224
111 C 4.00743 -1.84835 -2.97166  -1.218

The calculation puts the LUMO energy (spin up / spin down) at -0.0225 / -0.0265 hartree. The spin multiplicity is 2. The total energy comes out at -117940.930 eV. As for the maximum force: 2.50 eV Å⁻¹. The value obtained for the HOMO-LUMO gap (spin up / spin down) is 6.9797 / 6.8827 eV.